[1]
Density functional theory data (the ωB97M-V functional and the def2-TZVPD basis) for a cluster of 2 separate species, C4H14N in total.

Geometry as ORCA input:
```
! RIJCOSX wB97M-V def2-TZVPD def2/J DEFGRID3
* xyz 1 1
C 1.288 -1.387 1.347
C 0.623 -0.132 1.784
N 0.408 -1.916 0.159
H 2.248 -1.064 0.835
H 1.143 -2.157 2.141
H -0.465 0.259 1.820
H 1.040 0.652 1.159
H 0.767 -1.705 -0.870
H 0.251 -2.956 0.049
H -0.679 -1.569 0.215
H 0.766 0.177 2.776
C -1.393 0.987 -1.897
C -0.476 2.056 -0.890
H -0.975 0.751 -2.918
H -1.364 0.133 -1.433
H -2.513 1.306 -1.941
H -0.866 2.933 -0.987
H 0.544 2.139 -1.381
H -0.347 1.492 0.032
*
```

As for the gap between HOMO and LUMO: 0.3941 Eh. Its energy above the lowest of the compared OMol25 structures with the same formula, charge and spin is 3.518 eV. The calculation puts the HOMO energy at -14.8 eV.

Results of the natural (NBO) charge analysis, in e, for atoms 1 through 5: -0.204 -0.718 -0.750 0.264 0.254

---

[2]
Density functional theory data (the ωB97M-V functional and the def2-TZVPD basis) for the molecule C4H9NO.

Geometry as ORCA input:
```
! RIJCOSX wB97M-V def2-TZVPD def2/J DEFGRID3
* xyz 0 1
C 0.791 -0.519 1.411
C 0.115 -0.036 0.136
C 0.504 1.283 -0.585
O -0.452 1.538 -1.629
C -0.444 -1.081 -0.765
N -1.330 -0.205 0.004
H 0.358 -1.479 1.733
H 1.866 -0.694 1.279
H 0.662 0.196 2.229
H 0.282 2.260 -0.140
H 1.513 1.162 -1.016
H -1.274 1.287 -1.156
H -0.391 -2.127 -0.460
H -0.446 -0.919 -1.841
H -1.754 -0.665 0.800
*
```

As for the gap between HOMO and LUMO: 0.3854 Eh. Its energy above the lowest of the compared OMol25 structures with the same formula, charge and spin is 2.475 eV. The calculation puts the HOMO energy at -9.5 eV. Its structure (SMILES) is C[C@@]1(CO)CN1.

Results of the natural (NBO) charge analysis, in e, for atoms 1 through 5: -0.617 0.049 -0.092 -0.746 -0.258

---

[3]
Density functional theory data (the ωB97M-V functional and the def2-TZVPD basis) for a structure of composition C28H19BrN4ORu.

Geometry as ORCA input:
```
! RIJCOSX wB97M-V def2-TZVPD def2/J DEFGRID3
* xyz 2 5
Ru -0.142 0.127 0.199
Br 4.314 1.172 5.969
C 2.940 0.849 4.795
C 1.647 0.561 5.281
C 0.649 0.307 4.396
C 0.876 0.328 2.968
O -0.100 0.048 2.225
C 2.213 0.649 2.483
C 2.620 0.720 1.084
N 1.851 0.601 0.063
C 2.314 0.708 -1.293
C 3.594 0.989 -1.683
C 3.919 1.068 -3.052
C 2.961 0.869 -4.006
C 1.627 0.581 -3.631
C 0.583 0.377 -4.566
C -0.679 0.114 -4.123
C -0.917 0.044 -2.740
N 0.031 0.221 -1.843
C 1.309 0.498 -2.269
C 3.201 0.889 3.406
H 1.466 0.543 6.346
H -0.357 0.078 4.723
H 3.681 0.903 0.929
H 4.380 1.163 -0.961
H 4.937 1.290 -3.339
H 3.210 0.935 -5.057
H 0.800 0.437 -5.626
H -1.500 -0.041 -4.808
H -1.908 -0.166 -2.359
H 4.206 1.118 3.076
C -1.774 -5.125 0.046
C -3.003 -4.463 0.108
C -3.057 -3.093 0.162
C -1.839 -2.338 0.157
C -0.591 -3.035 0.098
C -0.569 -4.398 0.041
N -1.831 -1.007 0.186
N -3.106 -0.389 0.225
C -2.925 0.910 0.220
C -4.053 1.797 0.263
C -3.853 3.148 0.247
C -2.555 3.681 0.177
C -1.430 2.842 0.119
C -1.600 1.486 0.157
H -1.746 -6.206 0.006
H -3.920 -5.036 0.113
H -3.993 -2.562 0.211
H 0.347 -2.487 0.097
H 0.374 -4.925 -0.004
H -5.043 1.363 0.304
H -4.700 3.819 0.280
H -2.416 4.753 0.155
H -0.443 3.284 0.049
*
```

As for the gap between HOMO and LUMO (alpha / beta): 0.2030 / 0.1947 Eh. Its energy above the lowest of the compared OMol25 structures with the same formula, charge and spin is 0.211 eV. The calculation puts the HOMO energy (alpha / beta) at -12.4 / -14.3 eV. As for the expectation value of S²: 6.102.

Results of the natural (NBO) charge analysis, in e, for atoms 1 through 5: 0.922 0.298 -0.046 -0.224 -0.117

---

[4]
Density functional theory data (the ωB97M-V functional and the def2-TZVPD basis) for a structure of composition C25H19Cl5IrN4S3.

Geometry as ORCA input:
```
! RIJCOSX wB97M-V def2-TZVPD def2/J DEFGRID3
* xyz 0 2
Ir -2.028 0.390 0.330
Cl -0.901 3.105 -0.936
C -2.571 3.238 -0.477
C -3.186 2.099 0.012
C -4.521 2.215 0.394
Cl -5.344 0.842 1.067
C -5.221 3.414 0.271
Cl -6.877 3.515 0.727
C -4.565 4.543 -0.219
Cl -5.403 6.037 -0.352
C -3.227 4.458 -0.593
Cl -2.398 5.844 -1.184
S -0.726 0.729 2.137
C 0.503 -0.165 1.327
S 0.051 -0.404 -0.324
C 1.658 -0.619 1.879
C 2.600 -1.395 1.117
N 3.351 -2.017 0.508
C 2.019 -0.281 3.229
N 2.333 -0.001 4.299
C -5.385 -2.704 -2.243
C -4.482 -1.649 -2.523
C -3.630 -1.212 -1.554
C -3.651 -1.787 -0.257
C -2.809 -1.301 0.787
C -2.802 -1.885 2.030
C -3.667 -2.982 2.278
C -4.513 -3.440 1.310
C -4.529 -2.850 0.016
C -5.401 -3.290 -1.012
H -6.063 -3.043 -3.015
H -4.467 -1.200 -3.507
H -2.924 -0.408 -1.783
H -2.159 -1.524 2.816
H -3.661 -3.441 3.258
H -5.187 -4.262 1.515
H -6.085 -4.104 -0.801
C 6.486 -0.226 -2.544
C 5.409 -0.824 -1.651
N 4.166 -0.056 -1.674
C 3.682 0.888 -0.865
S 2.115 1.519 -1.178
N 4.339 1.384 0.195
C 5.693 1.192 0.716
C 5.775 0.139 1.812
H 7.392 -0.831 -2.500
H 6.735 0.792 -2.242
H 6.152 -0.189 -3.581
H 5.746 -0.927 -0.626
H 5.150 -1.827 -1.988
H 3.524 -0.269 -2.422
H 3.750 2.010 0.724
H 5.994 2.161 1.115
H 6.366 0.970 -0.106
H 5.148 0.416 2.662
H 6.804 0.051 2.164
H 5.442 -0.836 1.461
*
```

As for the gap between HOMO and LUMO (alpha / beta): 0.2236 / 0.1964 Eh. Its energy above the lowest of the compared OMol25 structures with the same formula, charge and spin is 1.727 eV. The calculation puts the HOMO energy (alpha / beta) at -7.6 / -7.6 eV. As for the expectation value of S²: 0.771.

Results of the natural (NBO) charge analysis, in e, for atoms 1 through 5: 0.700 0.066 -0.059 -0.402 0.047